DFT (ωB97M-V/def2-TZVPD) results for a molecular structure, C26H29AgBrF5INPS.

Last column: Mulliken charge in e.
Atoms and positions in Å:
Ag1 0.49 1.72 0.76  0.4418
C1 5.91 1.72 1.14  -1.2847
C2 4.75 1.43 2.05  0.3319
C3 4.80 1.66 3.42  -0.4713
C4 3.69 1.40 4.20  -0.6351
C5 2.55 0.93 3.56  0.0220
Br1 1.01 0.59 4.61  -0.0696
N1 2.47 0.71 2.27  0.0510
C6 3.56 0.94 1.54  -0.4781
H1 6.82 1.92 1.71  0.3735
H2 5.70 2.60 0.52  0.2596
H3 6.10 0.89 0.46  0.3412
H4 5.70 2.04 3.88  0.3445
H5 3.69 1.57 5.27  0.3816
H6 3.46 0.76 0.47  0.6874
C7 -1.76 -1.80 3.07  -1.9695
C8 -1.30 -1.97 1.63  1.8607
C9 -2.12 -3.05 0.95  -1.6217
C10 0.17 -2.42 1.66  -1.5967
P1 -1.27 -0.31 0.73  0.4419
C11 -1.04 -0.91 -1.00  2.0421
C12 0.27 -1.19 -1.37  -0.8847
C13 0.56 -1.76 -2.60  -0.9886
C14 -0.45 -2.04 -3.50  -0.5760
C15 -1.77 -1.73 -3.16  -1.1338
C16 -2.06 -1.19 -1.92  -0.1909
C17 -2.97 0.50 0.84  2.0103
C18 -4.20 -0.39 0.70  -1.8230
C19 -3.00 1.61 -0.21  -1.8036
C20 -3.04 1.20 2.22  -1.5019
H7 -1.57 -2.73 3.61  0.5247
H8 -2.83 -1.60 3.14  0.3065
H9 -1.23 -1.00 3.58  0.2523
H10 -1.98 -3.99 1.49  0.5401
H11 -1.81 -3.22 -0.08  0.2649
H12 -3.19 -2.83 0.95  0.2402
H13 0.25 -3.33 2.25  0.5354
H14 0.82 -1.66 2.10  0.1658
H15 0.54 -2.64 0.65  0.3287
H16 1.08 -0.93 -0.70  0.4307
H17 1.59 -1.97 -2.86  0.4314
H18 -0.23 -2.47 -4.47  0.4083
H19 -2.57 -1.92 -3.86  0.4005
H20 -3.09 -0.98 -1.68  0.0397
H21 -4.23 -0.97 -0.22  0.2082
H22 -5.09 0.25 0.71  0.5462
H23 -4.30 -1.08 1.54  0.3359
H24 -3.03 1.24 -1.23  0.2717
H25 -2.14 2.28 -0.12  0.2274
H26 -3.90 2.21 -0.03  0.5985
H27 -3.05 0.49 3.05  0.2819
H28 -3.97 1.77 2.26  0.5404
H29 -2.22 1.89 2.36  -0.0410
F1 -0.31 0.38 -6.50  -0.3772
C21 0.22 0.77 -5.32  0.6108
C22 -0.56 1.38 -4.36  0.1247
F2 -1.87 1.60 -4.60  -0.4059
C23 -0.01 1.77 -3.15  -0.0658
F3 -0.83 2.37 -2.28  -0.5269
C24 1.33 1.55 -2.82  0.4450
S1 2.03 2.03 -1.30  -0.4961
C25 2.09 0.93 -3.82  0.2752
F4 3.39 0.64 -3.62  -0.4352
C26 1.56 0.55 -5.04  0.4158
F5 2.33 -0.07 -5.95  -0.3531
I1 0.05 3.85 2.41  -0.6102

The calculation puts the LUMO energy at 2.50 eV. The total energy comes out at -144780.836 eV. For the HOMO energy, the calculation gives -4.5013 eV. As for the net charge: -1. The orbital gap comes out at 7.005 eV.


DFT (ωB97M-V/def2-TZVPD) results for a molecular structure, C26H29AsBCsN11S4.

Last column: Mulliken charge in e.
Atoms and positions in Å:
Cs1 -1.26 -1.17 -2.24  0.6931
C1 -0.67 -3.97 0.51  -1.1884
C2 0.64 -3.25 0.53  0.5749
C3 1.91 -3.75 0.89  -1.5126
C4 2.76 -2.68 0.70  -0.1568
N1 2.02 -1.63 0.28  1.1417
N2 0.72 -1.98 0.18  -0.4838
B1 2.47 -0.18 0.00  -0.1768
N3 2.25 0.20 -1.47  1.6253
C5 2.35 1.44 -1.99  -0.2926
C6 2.17 1.34 -3.35  -1.3817
C7 1.95 -0.03 -3.58  0.6162
C8 1.64 -0.71 -4.88  -1.1548
N4 2.01 -0.71 -2.45  -1.1316
N5 1.69 0.79 0.91  0.9313
C9 1.83 0.96 2.24  -0.2382
C10 0.83 1.80 2.67  -1.1135
C11 0.10 2.10 1.50  0.4929
C12 -1.13 2.95 1.35  -1.0479
N6 0.62 1.49 0.45  -0.7922
N7 4.01 -0.11 0.26  0.7810
C13 4.96 -0.12 -0.69  -0.1418
C14 6.19 -0.17 -0.06  -1.2205
C15 5.87 -0.20 1.31  0.7453
C16 6.80 -0.26 2.48  -1.2662
N8 4.56 -0.17 1.49  -1.2275
H1 -0.56 -4.99 0.88  0.3495
H2 -1.42 -3.46 1.12  0.1819
H3 -1.08 -4.03 -0.50  0.2371
H4 2.17 -4.74 1.22  0.4310
H5 3.82 -2.58 0.86  0.4279
H6 2.52 2.29 -1.36  0.5340
H7 2.16 2.14 -4.07  0.3897
H8 2.05 -0.12 -5.71  0.3530
H9 2.08 -1.71 -4.91  0.3005
H10 0.57 -0.80 -5.05  0.1812
H11 2.62 0.46 2.77  0.4529
H12 0.63 2.14 3.68  0.3862
H13 -1.41 3.39 2.31  0.3009
H14 -0.96 3.76 0.63  0.3891
H15 -1.96 2.35 0.98  0.0093
H16 4.70 -0.09 -1.74  0.3652
H17 7.16 -0.19 -0.52  0.3662
H18 7.84 -0.22 2.15  0.3405
H19 6.63 0.58 3.16  0.2755
H20 6.65 -1.17 3.06  0.2674
N9 -4.35 1.36 1.73  0.0086
C17 -3.30 0.71 2.37  0.6049
C18 -3.30 0.70 3.78  -0.8707
C19 -2.27 0.06 4.43  -0.5766
C20 -1.26 -0.53 3.68  -1.0528
C21 -1.34 -0.46 2.30  -0.2550
N10 -2.35 0.13 1.65  0.0310
C22 -4.54 1.67 0.38  0.7538
C23 -5.74 2.30 0.02  -0.7770
C24 -5.93 2.62 -1.31  -0.3787
C25 -4.95 2.30 -2.24  -0.7829
C26 -3.81 1.67 -1.76  -0.4637
N11 -3.59 1.38 -0.48  0.0584
H21 -5.07 1.69 2.34  0.1511
H22 -4.10 1.19 4.33  0.3484
H23 -2.25 0.03 5.51  0.3545
H24 -0.41 -1.02 4.15  0.5321
H25 -0.56 -0.87 1.67  0.8553
H26 -6.50 2.51 0.76  0.3318
H27 -6.85 3.10 -1.63  0.3561
H28 -5.07 2.47 -3.30  0.4326
H29 -3.05 1.36 -2.47  0.4319
S1 -3.56 -3.62 -5.27  -0.5218
As1 -4.14 -1.79 -4.29  0.6301
S2 -2.84 -0.16 -4.82  -0.6737
S3 -4.37 -2.01 -2.17  -0.6310
S4 -6.02 -1.79 -5.38  -0.5100

The calculation puts the LUMO energy (alpha / beta) at 3.80 / 3.80 eV. The total energy comes out at -149234.867 eV. The energy relative to the best compared isomer or geometry (same formula, charge and spin) is 16.49 kcal/mol. As for the spin multiplicity: 2. For the HOMO energy (alpha / beta), the calculation gives -1.9095 / -1.8414 eV. As for the net charge: -2. The orbital gap (alpha / beta) comes out at 5.708 / 5.640 eV.


DFT (ωB97M-V/def2-TZVPD) results for a molecular structure, C26H29BF4N4O4Pd.

Last column: Mulliken charge in e.
Atoms and positions in Å:
Pd1 -0.04 0.11 0.24  1.8707
O1 3.47 -0.54 -2.50  -0.6664
C1 4.19 0.58 -2.31  0.4844
C2 5.30 0.78 -3.13  -0.7709
C3 6.07 1.91 -2.99  -0.2847
C4 5.76 2.89 -2.03  -0.8606
C5 4.68 2.70 -1.21  -0.5686
C6 3.87 1.55 -1.33  0.1374
C7 2.73 1.37 -0.47  1.0783
O2 1.98 0.34 -0.55  -0.6645
N1 2.51 2.33 0.47  -0.8363
N2 1.42 2.29 1.12  0.4696
C8 0.73 3.19 1.70  -0.5210
C9 -0.35 2.86 2.60  0.9637
C10 -1.05 3.89 3.20  -0.8567
C11 -2.03 3.63 4.16  -0.5059
C12 -2.31 2.31 4.56  -0.6744
C13 -1.63 1.26 4.02  -0.3378
C14 -0.65 1.48 2.98  0.6605
O3 -0.11 0.49 2.43  -0.8163
H1 2.73 -0.52 -1.87  0.2769
H2 5.53 0.02 -3.87  0.4794
H3 6.93 2.05 -3.63  0.4127
H4 6.37 3.77 -1.94  0.4433
H5 4.43 3.43 -0.46  0.4503
H6 0.95 4.23 1.49  0.4679
H7 -0.82 4.91 2.94  0.4320
H8 -2.57 4.45 4.61  0.4554
H9 -3.07 2.13 5.31  0.4371
H10 -1.84 0.24 4.28  0.4738
N3 -0.28 -4.67 1.52  -0.0753
C15 0.74 -3.85 2.28  -0.9373
C16 0.52 -2.38 1.97  -0.9227
N4 0.54 -2.06 0.53  0.3383
C17 -0.39 -2.95 -0.21  -0.0512
C18 -0.14 -4.42 0.04  -1.1200
H11 -1.23 -4.41 1.81  0.3416
H12 -0.17 -5.66 1.73  0.3741
H13 1.72 -4.21 1.96  0.4036
H14 0.61 -4.06 3.34  0.4343
H15 1.27 -1.79 2.49  0.4380
H16 -0.46 -2.06 2.35  0.3763
H17 1.48 -2.15 0.15  0.4261
H18 -0.33 -2.73 -1.27  -0.0190
H19 -1.40 -2.71 0.10  0.1400
H20 0.86 -4.76 -0.24  0.3857
H21 -0.89 -5.03 -0.47  0.4657
F1 -1.99 -0.66 0.95  0.2022
B1 -3.28 -1.34 0.64  0.0836
F2 -3.17 -1.81 -0.66  -0.2397
F3 -4.27 -0.41 0.80  -0.3259
F4 -3.31 -2.40 1.55  -0.3655
C19 -3.44 2.45 -0.94  -1.6113
C20 -2.19 1.66 -1.09  0.8358
O4 -1.24 1.88 -0.31  -0.4934
C21 -2.09 0.56 -2.07  0.6957
C22 -3.23 -0.05 -2.58  -0.4507
C23 -3.11 -1.14 -3.44  -0.7174
C24 -1.85 -1.60 -3.80  -0.4380
C25 -0.71 -0.97 -3.33  -0.9495
C26 -0.83 0.11 -2.46  -0.9461
H22 -3.26 3.31 -0.32  0.3864
H23 -4.18 1.80 -0.45  0.3401
H24 -3.84 2.75 -1.91  0.4318
H25 -4.21 0.28 -2.27  0.4492
H26 -3.99 -1.62 -3.82  0.4439
H27 -1.76 -2.43 -4.49  0.4805
H28 0.27 -1.28 -3.67  0.5635
H29 0.06 0.69 -2.23  0.9969

The calculation puts the LUMO energy (alpha / beta) at -5.76 / -8.18 eV. The total energy comes out at -56598.196 eV. The energy relative to the best compared isomer or geometry (same formula, charge and spin) is 0.08 kcal/mol. As for the spin multiplicity: 5. For the HOMO energy (alpha / beta), the calculation gives -13.4561 / -13.4931 eV. As for the net charge: +2. The orbital gap (alpha / beta) comes out at 7.695 / 5.317 eV.